# 1
{"formula": "C22H22N2O6", "method": "ωB97M-V with the def2-TZVPD basis set", "multiplicity": 1, "energy_ev": -38436.386, "gap_ev": 8.21, "smiles": "COC(=O)COc1ccc([C@@H]2NC(=O)NC(c3ccccc3)=C2C(C)=O)cc1OC", "lumo_ev": 0.1, "relative_energy_kj_mol": 253.8, "charge": 0, "elements": ["C", "H", "H", "H", "O", "C", "O", "C", "O", "C", "C", "C", "C", "C", "C", "O", "C", "H", "H", "H", "H", "C", "N", "C", "O", "N", "C", "C", "C", "O", "C", "H", "H", "H", "C", "C", "C", "C", "C", "C", "H", "H", "H", "H", "H", "H", "H", "H", "H", "H", "H", "H"], "positions_angstrom": [[5.036897, 1.055110, 1.556335], [5.988974, 0.622598, 1.255433], [5.190295, 1.887728, 2.244991], [4.488482, 1.398990, 0.677773], [4.291074, 0.025482, 2.194726], [3.569732, 0.353784, 3.259935], [3.528115, 1.444838, 3.763567], [2.804599, -0.852316, 3.804226], [2.617540, -1.884676, 2.877811], [1.927507, -1.613123, 1.715309], [1.267957, -0.411073, 1.492165], [0.566505, -0.172303, 0.324978], [0.499864, -1.146790, -0.658107], [1.158860, -2.344396, -0.445567], [1.879610, -2.603403, 0.717476], [2.463180, -3.830769, 0.741945], [3.390993, -4.186515, 1.742473], [3.765696, -5.165661, 1.443630], [4.221099, -3.478452, 1.791892], [2.920190, -4.261527, 2.724571], [1.126752, -3.128611, -1.185415], [-0.221878, -0.896114, -1.969318], [0.565252, -0.022342, -2.827460], [0.483276, 1.323724, -2.823061], [1.293293, 2.066217, -3.332078], [-0.668002, 1.824506, -2.225377], [-1.723730, 1.050914, -1.798468], [-1.592554, -0.294679, -1.731422], [-2.632983, -1.285079, -1.442923], [-2.328875, -2.428039, -1.158276], [-4.086631, -0.893050, -1.589682], [-4.461133, -0.498615, -0.648198], [-4.230501, -0.145635, -2.363197], [-4.654873, -1.789926, -1.826641], [-2.897123, 1.837874, -1.375274], [-3.349407, 1.754876, -0.061126], [-4.405967, 2.541078, 0.359692], [-5.019997, 3.413748, -0.524384], [-4.567510, 3.507721, -1.829730], [-3.502558, 2.732426, -2.252540], [-3.150597, 2.802687, -3.272112], [-5.041344, 4.189892, -2.519485], [-5.847578, 4.023328, -0.194544], [-4.750026, 2.475475, 1.381051], [-2.859500, 1.078423, 0.623930], [-0.774609, 2.828693, -2.250661], [1.428997, -0.401610, -3.185216], [-0.341422, -1.856730, -2.483354], [0.073919, 0.778784, 0.194809], [1.296197, 0.366642, 2.239535], [1.858913, -0.500458, 4.238204], [3.405027, -1.293642, 4.607158]], "forces_ev_per_angstrom": [[0.2, 0.5, 0.0], [-0.1, 0.0, 0.0], [0.0, -0.1, -0.1], [0.0, 0.0, 0.1], [0.1, -0.4, 0.0], [-0.1, 0.0, 0.1], [-0.1, -0.1, 0.1], [0.0, 0.1, 0.1], [-0.1, -0.1, -0.3], [0.0, -0.2, 0.0], [0.0, 0.0, 0.1], [0.0, -0.1, 0.0], [0.1, -0.2, 0.1], [0.0, 0.1, 0.2], [0.0, 0.2, 0.0], [-0.3, 0.1, -0.1], [0.3, -0.2, 0.3], [0.0, 0.1, 0.0], [0.0, 0.0, 0.0], [0.1, 0.0, -0.1], [0.0, -0.1, -0.1], [-0.1, -0.1, 0.3], [0.0, -0.3, -0.2], [0.0, 0.1, -0.2], [0.3, 0.3, -0.1], [-0.1, 0.2, 0.1], [0.0, -0.6, 0.0], [0.6, 0.2, -0.3], [-0.5, 0.1, 0.0], [0.1, 0.0, -0.1], [-0.1, -0.3, 0.1], [-0.1, 0.0, 0.0], [-0.1, 0.1, 0.0], [0.0, 0.0, 0.0], [-0.1, 0.2, 0.1], [0.1, 0.1, -0.1], [-0.1, 0.0, 0.1], [0.0, 0.0, 0.0], [0.0, 0.1, 0.0], [0.1, -0.1, 0.0], [0.0, 0.0, -0.1], [0.0, 0.0, -0.1], [-0.1, 0.1, 0.0], [0.0, 0.0, 0.1], [0.1, -0.1, 0.1], [0.1, -0.1, 0.0], [0.0, 0.2, 0.0], [0.0, 0.2, 0.1], [-0.1, 0.1, 0.0], [0.0, 0.1, 0.1], [0.2, 0.0, -0.1], [-0.1, 0.1, -0.1]]}

# 2
{"formula": "C22H22N3O2PPdS2", "method": "ωB97M-V with the def2-TZVPD basis set", "multiplicity": 2, "energy_ev": -66179.699, "gap_ev": [4.70, 6.25], "lumo_ev": [2.4, 2.4], "relative_energy_kj_mol": 134.3, "charge": -1, "elements": ["Pd", "C", "C", "N", "C", "C", "C", "C", "C", "C", "C", "N", "C", "C", "C", "C", "C", "C", "C", "C", "N", "C", "H", "H", "H", "H", "H", "H", "H", "H", "H", "H", "H", "H", "C", "C", "O", "P", "S", "S", "O", "C", "C", "H", "H", "H", "H", "H", "H", "H", "H", "H", "H"], "positions_angstrom": [[0.323839, 1.089970, 0.445933], [2.384017, -1.968694, -1.791032], [1.924809, -0.712720, -1.351926], [1.234029, -0.579818, -0.245624], [0.936322, -1.672119, 0.529807], [1.354341, -2.956909, 0.148250], [2.099501, -3.074423, -1.049423], [0.997942, -4.072849, 0.943595], [0.233882, -3.872861, 2.056676], [-0.189356, -2.590595, 2.454371], [0.156013, -1.458849, 1.728502], [-0.173542, -0.154510, 1.952259], [-0.886281, 0.426320, 2.951727], [-1.291630, -0.101316, 4.172819], [-2.048865, 0.657781, 5.083946], [-2.425718, 1.944748, 4.827670], [-2.009610, 2.548189, 3.615612], [-2.333093, 3.880131, 3.269202], [-1.890737, 4.410725, 2.093934], [-1.099247, 3.620721, 1.241550], [-0.785590, 2.384566, 1.542511], [-1.235467, 1.810679, 2.703429], [2.936474, -2.031567, -2.717987], [2.104958, 0.202080, -1.903318], [2.425817, -4.058442, -1.366604], [1.315677, -5.063457, 0.643586], [-0.067965, -4.721588, 2.659214], [-0.822987, -2.516146, 3.320727], [-1.007875, -1.098572, 4.460768], [-2.341471, 0.191511, 6.017668], [-3.020920, 2.513835, 5.530386], [-2.937059, 4.465514, 3.953252], [-2.129841, 5.424762, 1.804675], [-0.700654, 3.979951, 0.298961], [-0.545788, -1.577652, -5.827521], [-1.094386, -0.390520, -5.064513], [-0.116463, 0.019374, -4.113707], [-0.536403, 0.965663, -2.816252], [0.855154, 2.513013, -1.289606], [-2.057840, 0.116732, -1.827442], [-1.137843, 2.195976, -3.744463], [-1.970739, 3.183456, -3.158808], [-2.238024, 4.246323, -4.203010], [-1.261619, -1.911496, -6.582926], [-0.349422, -2.405392, -5.144592], [0.388689, -1.315508, -6.327117], [-2.016280, -0.656083, -4.539357], [-1.312729, 0.443010, -5.738919], [-1.467005, 3.612228, -2.286910], [-2.898131, 2.716306, -2.816313], [-1.304361, 4.713544, -4.519317], [-2.895113, 5.019417, -3.797294], [-2.717763, 3.809342, -5.080736]], "forces_ev_per_angstrom": [[0.0, 0.0, 0.0], [0.0, 0.0, 0.0], [0.0, 0.0, 0.0], [0.0, 0.0, 0.0], [0.0, 0.0, 0.0], [0.0, 0.0, 0.0], [0.0, 0.0, 0.0], [0.0, 0.0, 0.0], [0.0, 0.0, 0.0], [0.0, 0.0, 0.0], [0.0, 0.0, 0.0], [0.0, 0.1, 0.0], [0.0, 0.0, 0.0], [0.0, 0.0, 0.0], [0.0, 0.0, 0.0], [0.0, 0.0, 0.0], [0.0, 0.0, 0.0], [0.0, 0.0, 0.0], [0.0, 0.0, 0.0], [0.0, 0.0, 0.0], [0.0, 0.0, 0.0], [0.0, 0.0, 0.0], [0.0, 0.0, 0.0], [0.0, 0.0, 0.0], [0.0, 0.0, 0.0], [0.0, 0.0, 0.0], [0.0, 0.0, 0.0], [0.0, 0.0, 0.0], [0.0, 0.0, 0.0], [0.0, 0.0, 0.0], [0.0, 0.0, 0.0], [0.0, 0.0, 0.0], [0.0, 0.0, 0.0], [0.0, 0.0, 0.0], [0.0, 0.0, 0.0], [0.0, 0.0, 0.0], [0.1, 0.0, 0.0], [-0.1, 0.0, 0.1], [0.1, -0.1, 0.0], [0.0, 0.0, 0.0], [0.0, 0.0, 0.0], [0.0, 0.0, 0.0], [0.0, 0.0, 0.0], [0.0, 0.0, 0.0], [0.0, 0.0, 0.0], [0.0, 0.0, 0.0], [0.0, 0.0, 0.0], [0.0, 0.0, 0.0], [0.0, 0.0, 0.0], [0.0, 0.0, 0.0], [0.0, 0.0, 0.0], [0.0, 0.0, 0.0], [0.0, 0.0, 0.0]]}

# 3
{"formula": "C22H22N4O4S2", "method": "ωB97M-V with the def2-TZVPD basis set", "multiplicity": 1, "energy_ev": -58990.288, "gap_ev": 7.61, "smiles": "O=C(N/N=C/c1ccc(N2CCOCC2)cc1)c1ccc(NS(=O)(=O)c2cccs2)cc1", "lumo_ev": 0.3, "relative_energy_kj_mol": 279.0, "charge": 0, "elements": ["O", "C", "N", "N", "C", "C", "C", "C", "C", "C", "C", "H", "H", "N", "C", "C", "H", "O", "C", "C", "H", "H", "H", "H", "H", "H", "H", "H", "H", "H", "H", "C", "C", "C", "C", "C", "C", "H", "H", "N", "S", "O", "O", "C", "C", "C", "C", "S", "H", "H", "H", "H", "H", "H"], "positions_angstrom": [[-3.995341, -4.977307, 0.554272], [-3.117363, -4.154064, 0.409429], [-1.799333, -4.474085, 0.607624], [-0.846516, -3.578480, 0.324354], [0.398665, -3.806641, 0.443225], [1.318503, -2.742820, 0.115815], [2.700333, -2.879862, 0.255637], [3.547624, -1.835849, -0.040696], [3.058688, -0.598073, -0.488788], [1.669572, -0.472992, -0.646218], [0.829863, -1.518090, -0.351553], [-0.234106, -1.392971, -0.468287], [1.215708, 0.446125, -0.979592], [3.937580, 0.414435, -0.827156], [5.081646, 0.704175, 0.015013], [4.690480, 1.749800, 1.071361], [3.918665, 1.318720, 1.729773], [4.209796, 2.933481, 0.476628], [3.098860, 2.674388, -0.358301], [3.460710, 1.642644, -1.432833], [2.611299, 1.445682, -2.083440], [4.281388, 2.041586, -2.039988], [2.826348, 3.630237, -0.807385], [2.255828, 2.300845, 0.242001], [5.555142, 2.041467, 1.670112], [5.880747, 1.107508, -0.615780], [5.441579, -0.193635, 0.512128], [4.611574, -1.991075, 0.056084], [3.114513, -3.818482, 0.597380], [0.804485, -4.765641, 0.788423], [-1.571826, -5.430398, 0.893524], [-3.310295, -2.739865, -0.024013], [-4.007353, -2.467230, -1.194247], [-4.062066, -1.178937, -1.691398], [-3.431820, -0.138971, -1.013022], [-2.803843, -0.397021, 0.201813], [-2.737011, -1.688208, 0.684402], [-2.230101, -1.879265, 1.616910], [-2.338290, 0.411029, 0.741653], [-3.443746, 1.157532, -1.521717], [-2.195789, 2.247312, -1.288009], [-0.929046, 1.594611, -1.149308], [-2.362750, 3.224226, -2.319006], [-2.612374, 2.977012, 0.265419], [-1.825934, 3.095248, 1.370089], [-2.484311, 3.767456, 2.421693], [-3.747170, 4.143184, 2.083834], [-4.158290, 3.690204, 0.476888], [-4.463597, 4.663285, 2.688042], [-2.036882, 3.960159, 3.379480], [-0.823943, 2.709733, 1.412221], [-3.893434, 1.280427, -2.415470], [-4.578413, -0.975818, -2.618390], [-4.478666, -3.276741, -1.730634]], "forces_ev_per_angstrom": [[0.0, 0.0, -0.1], [-0.1, 0.1, -0.1], [0.3, -1.0, 0.4], [0.6, 0.3, -0.2], [-0.6, -0.7, 0.2], [0.5, 0.7, -0.2], [-0.4, 0.0, 0.0], [0.2, 0.2, 0.0], [-0.2, -0.4, 0.0], [0.1, 0.2, 0.0], [0.1, -0.3, 0.1], [-0.1, 0.0, 0.0], [0.0, 0.1, 0.0], [0.2, 0.2, -0.3], [0.0, 0.2, 0.4], [0.2, -0.3, 0.0], [0.1, 0.0, 0.0], [0.0, 0.1, 0.0], [-0.1, -0.1, -0.3], [-0.2, 0.3, 0.2], [0.0, 0.0, -0.1], [-0.1, 0.0, 0.0], [-0.1, -0.1, 0.0], [0.0, 0.0, 0.0], [0.0, -0.1, 0.0], [0.0, -0.1, 0.1], [0.0, 0.0, 0.0], [0.1, 0.0, 0.0], [0.0, -0.1, 0.0], [-0.1, 0.0, 0.0], [-0.2, 0.3, -0.1], [-0.3, 0.3, -0.1], [0.1, -0.1, 0.3], [0.1, 0.4, 0.0], [0.1, -0.7, 0.5], [-0.1, -0.1, 0.1], [-0.3, 0.1, -0.1], [0.1, 0.0, 0.0], [0.0, 0.0, 0.2], [0.5, 0.8, -0.2], [-0.2, 0.1, 0.0], [-0.2, -0.1, 0.3], [-0.3, 0.0, 0.0], [-0.2, -0.1, -0.5], [0.1, -0.2, -0.3], [-0.1, 0.1, 0.0], [-0.1, -0.1, -0.4], [0.1, 0.1, 0.4], [-0.2, 0.1, 0.1], [0.0, 0.0, 0.2], [0.2, -0.1, 0.0], [0.1, 0.2, -0.1], [0.0, 0.0, -0.1], [0.0, -0.1, -0.1]]}

# 4
{"formula": "C22H23AuNO6PS3Se2Si", "method": "ωB97M-V with the def2-TZVPD basis set", "multiplicity": 1, "energy_ev": -221024.780, "gap_ev": [5.46, 5.50], "lumo_ev": [3.2, 3.2], "relative_energy_kj_mol": 0.0, "charge": -2, "elements": ["Au", "Se", "P", "Se", "C", "C", "C", "C", "C", "C", "C", "C", "C", "C", "C", "C", "H", "H", "H", "H", "H", "H", "H", "H", "H", "H", "O", "S", "O", "O", "O", "C", "Si", "C", "C", "H", "H", "H", "H", "H", "H", "H", "H", "H", "O", "S", "O", "N", "C", "S", "C", "C", "C", "C", "C", "C", "H", "H", "H", "H"], "positions_angstrom": [[-0.114269, 0.658867, -1.194856], [-0.096779, -0.710969, -3.265857], [-2.292445, 1.521651, -1.175947], [-2.659213, 2.379420, 0.729790], [-3.705592, 0.402418, -1.604287], [-4.970402, 0.725009, -1.112999], [-6.078353, -0.042547, -1.447768], [-5.938747, -1.151629, -2.273015], [-4.682086, -1.487981, -2.750887], [-3.573182, -0.717707, -2.416433], [-2.403713, 2.759981, -2.528958], [-2.338809, 4.120058, -2.252750], [-2.326895, 5.044966, -3.290128], [-2.379249, 4.616248, -4.607809], [-2.448562, 3.257255, -4.889273], [-2.456610, 2.331740, -3.855115], [-5.073249, 1.578752, -0.454934], [-7.052710, 0.223186, -1.052443], [-6.805042, -1.750988, -2.533634], [-4.553815, -2.358918, -3.384192], [-2.592508, -1.006590, -2.769876], [-2.275406, 4.445523, -1.222670], [-2.240406, 6.101193, -3.062317], [-2.344729, 5.337637, -5.416354], [-2.470341, 2.911122, -5.916562], [-2.469748, 1.274359, -4.083702], [1.770973, -0.096767, -0.096957], [1.320755, -0.655517, 1.202354], [1.265881, 0.306032, 2.268213], [-0.228466, -1.036001, 0.876688], [1.959961, -1.913712, 1.531097], [-2.781667, -2.071654, 1.049275], [-1.031408, -2.323159, 1.620182], [-0.423009, -3.982019, 1.036450], [-0.846503, -2.155764, 3.463834], [-3.433540, -2.891786, 1.376038], [-2.808868, -2.025988, -0.042183], [-3.185647, -1.128005, 1.431987], [-1.030042, -4.796996, 1.445965], [0.617167, -4.113431, 1.341555], [-0.463713, -4.033627, -0.056738], [-1.473116, -2.862051, 4.017326], [-1.103911, -1.136786, 3.765382], [0.201998, -2.324426, 3.724877], [3.313800, 5.913847, -4.206389], [3.462955, 5.664416, -2.792788], [4.139330, 6.687262, -2.029765], [2.039294, 5.256459, -2.108780], [2.045457, 4.014861, -1.653315], [0.740988, 3.317542, -0.829742], [3.342885, 3.289358, -1.893307], [3.690464, 1.999345, -1.539341], [4.972710, 1.557552, -1.849373], [5.888835, 2.388013, -2.490866], [5.538158, 3.687286, -2.841592], [4.258841, 4.102600, -2.532484], [2.986177, 1.356963, -1.029778], [5.259890, 0.548392, -1.578129], [6.885041, 2.023575, -2.715216], [6.236998, 4.351149, -3.337688]], "forces_ev_per_angstrom": [[-0.6, 0.7, -0.7], [-0.3, 0.3, 0.6], [0.1, -0.2, -0.7], [0.3, -0.1, -0.1], [0.1, -0.2, 0.0], [-0.1, 0.0, 0.0], [0.1, 0.1, 0.0], [0.0, 0.0, 0.0], [0.0, 0.0, 0.0], [0.0, 0.0, 0.1], [0.1, 0.0, -0.1], [0.0, 0.0, 0.0], [0.0, 0.0, 0.0], [0.0, 0.0, 0.0], [0.0, -0.1, 0.1], [0.0, 0.0, 0.0], [0.0, 0.0, 0.0], [0.0, 0.0, 0.0], [0.0, 0.0, 0.0], [0.0, 0.0, 0.0], [0.2, 0.0, -0.1], [0.0, 0.0, 0.0], [0.0, 0.0, 0.0], [0.0, 0.0, 0.0], [0.0, 0.0, 0.0], [0.1, -0.1, 0.0], [-0.3, -0.3, 0.3], [0.0, -0.2, 0.0], [0.0, 0.0, 0.0], [0.4, -0.4, 0.4], [0.0, 0.0, -0.1], [-0.2, 0.0, 0.1], [-0.1, 0.3, -0.2], [0.2, 0.0, -0.1], [0.1, 0.1, 0.1], [0.1, 0.1, 0.0], [0.0, 0.0, 0.0], [0.0, -0.1, -0.1], [0.0, 0.1, 0.0], [-0.1, 0.0, 0.0], [0.0, 0.0, 0.1], [0.0, 0.0, -0.1], [0.0, -0.1, 0.0], [-0.1, 0.0, 0.0], [0.0, 0.0, 0.0], [0.0, -0.1, 0.1], [0.0, 0.0, 0.0], [0.1, -0.2, 0.1], [0.0, 0.1, -0.2], [-0.1, 0.2, 0.2], [0.0, 0.1, 0.0], [0.0, -0.1, 0.0], [0.0, 0.0, 0.0], [0.0, 0.0, 0.0], [0.0, 0.0, 0.0], [0.0, 0.0, 0.0], [0.0, 0.0, 0.0], [0.0, 0.0, 0.0], [0.0, 0.0, 0.0], [0.0, 0.0, 0.0]]}